Entry 1:
The following is a DFT calculation (ωB97M-V/def2-TZVPD) of a 2-piece molecular cluster, C2H7NO2 overall in a non-equilibrium geometry.

```
12
Properties=species:S:1:pos:R:3
C -2.73485 0.19228 -0.28178
C -1.42258 0.70410 0.27129
N -0.38197 -0.24096 0.33865
O -1.26616 1.84912 0.62087
H -2.55192 -0.36670 -1.20218
H -3.28836 -0.42004 0.41635
H -3.30423 1.08304 -0.55994
H -0.40295 -0.99402 1.00223
H 0.49992 0.24513 0.26261
H 3.89118 -1.39823 -0.81082
H 4.71187 -2.49097 -0.18078
O 4.79581 -1.72779 -0.76270
```

Summary:
Structure (SMILES): CC(N)=O.O
Total charge: 0
Frontier orbital gap: 0.3836 Ha

---

Entry 2:
The following is a DFT calculation (ωB97M-V/def2-TZVPD) of a 2-piece molecular cluster, C2H7NO2 overall in a non-equilibrium geometry.

```
12
Properties=species:S:1:pos:R:3
C -2.33554 -0.05512 0.44461
O -1.21521 -0.93887 0.51896
H -2.86267 0.07276 1.38487
H -3.15068 -0.57208 -0.04818
H -2.13738 0.91566 -0.06352
H -1.43749 -1.48261 -0.26890
C 2.32476 -0.21620 -0.60818
N 2.02716 0.98931 -0.02382
O 3.29390 -0.90826 -0.38974
H 1.71965 -0.57697 -1.36065
H 2.70240 1.35127 0.67378
H 1.07109 1.42112 -0.25924
```

Summary:
Structure (SMILES): NC=O.CO
Total charge: 0
Frontier orbital gap: 0.3825 Ha

---

Entry 3:
The following is a DFT calculation (ωB97M-V/def2-TZVPD) of a 2-piece molecular cluster, C2H7NO2 overall.

```
12
Properties=species:S:1:pos:R:3
O 0.26151 0.21679 2.32275
C 1.12376 -0.59683 2.11653
H 2.04898 -0.31178 1.58714
H 1.00364 -1.63751 2.45262
N -1.05290 0.55885 -0.38201
C -0.58220 -0.40087 -1.32615
O 0.21063 0.14910 -2.39557
H -0.39076 0.81228 0.33586
H -1.55429 1.32214 -0.80959
H 0.03653 -1.12080 -0.78747
H -1.42074 -0.87869 -1.82640
H 0.82323 0.77082 -1.97964
```

Summary:
Structure (SMILES): C=O.NCO
Total charge: 0
Frontier orbital gap: 0.3625 Ha

---

Entry 4:
The following is a DFT calculation (ωB97M-V/def2-TZVPD) of a 2-piece molecular cluster, C2H7NO2 overall in a non-equilibrium geometry.

```
12
Properties=species:S:1:pos:R:3
C 2.32760 0.98493 -0.21588
C 0.87810 1.44950 -0.33495
N 0.46554 2.28369 0.70928
O 0.16155 1.15095 -1.26881
H 2.94901 1.08150 -1.11117
H 2.73683 1.31891 0.74491
H 2.03999 -0.08700 -0.26839
H 1.04582 3.10271 0.92472
H -0.51055 2.30813 0.96139
H -4.17739 -4.17073 0.59672
H -4.19420 -4.57508 -0.76890
O -3.72229 -4.84751 0.03107
```

Summary:
Structure (SMILES): CC(N)=O.O
Total charge: 0
Frontier orbital gap: 0.3929 Ha

---

Entry 5:
The following is a DFT calculation (ωB97M-V/def2-TZVPD) of a 2-piece molecular cluster, C2H7NO2 overall in a non-equilibrium geometry.

```
12
Properties=species:S:1:pos:R:3
C -2.57201 -0.88671 -0.99115
C -1.59322 -1.35021 0.06915
N -1.95526 -1.08244 1.37589
O -0.51597 -1.77925 -0.26230
H -2.46810 -1.55507 -1.85496
H -3.60290 -1.18841 -0.76444
H -2.53646 0.15417 -1.27468
H -2.93100 -1.04008 1.57207
H -1.30933 -0.57966 1.94970
H 6.21135 3.45836 -0.22850
H 4.72885 3.56531 0.04770
O 5.48306 4.08876 -0.24926
```

Summary:
Structure (SMILES): CC(N)=O.O
Total charge: 0
Frontier orbital gap: 0.3970 Ha

---

Entry 6:
The following is a DFT calculation (ωB97M-V/def2-TZVPD) of a single C2H7NO2S molecule in a non-equilibrium geometry.

```
13
Properties=species:S:1:pos:R:3
C 1.34228 -0.46507 1.56735
C 0.60099 -0.43712 0.17209
N -1.63814 1.12221 -1.97556
O -2.20910 -0.20222 0.12956
O 0.22059 0.79299 -0.21841
S -1.66949 1.06566 -0.25200
H 2.02414 -1.28281 1.57420
H 1.70152 0.58425 1.92397
H 0.53280 -0.72044 2.23998
H -0.15710 -1.25844 -0.03614
H 1.33371 -0.85534 -0.60918
H -1.42820 0.12517 -2.32028
H -0.65399 1.53114 -2.19558
```

Summary:
Total charge: 0
Frontier orbital gap: 0.3775 Ha

---

Entry 7:
The following is a DFT calculation (ωB97M-V/def2-TZVPD) of C2H7NO2S as an isolated structure in a non-equilibrium geometry.

```
13
Properties=species:S:1:pos:R:3
C -0.67007 0.83035 1.08070
C -0.80117 -1.51647 0.28785
N -0.16278 -0.24887 0.56678
O 2.11461 -1.22426 -0.63854
O 2.21940 1.21149 -0.06041
S 1.60795 0.14251 -0.82999
H -0.04244 1.64491 1.38255
H 0.28860 2.19245 -2.34393
H -1.61789 0.79102 1.52362
H -0.81334 -2.12113 1.20265
H -1.86841 -1.30435 -0.04751
H -0.21660 -2.11080 -0.40356
H -0.03786 1.71313 -1.72021
```

Summary:
Total charge: 0
Frontier orbital gap: 0.3472 Ha

---

Entry 8:
The following is a DFT calculation (ωB97M-V/def2-TZVPD) of a 2-piece molecular cluster, C2H7NO2S2 overall in a non-equilibrium geometry.

```
14
Properties=species:S:1:pos:R:3
C -2.33554 0.77049 -0.21350
C -1.65150 -0.58384 0.03864
N -0.61537 -0.92727 -0.62753
O 1.68492 -0.75274 1.69382
O 1.32972 1.04619 0.08089
S 3.88755 -0.24940 -0.42028
S 1.70220 -0.32950 0.11660
H -2.56615 1.32207 0.75091
H -3.29540 0.78698 -0.77006
H -1.52769 1.30259 -0.79700
H -2.13815 -1.30339 0.76793
H -0.24428 -0.40389 -1.38630
H 3.59775 0.87313 -1.10151
H 2.17192 -1.55142 1.86739
```

Summary:
Total charge: 0
Frontier orbital gap: 0.3377 Ha

---

Entry 9:
The following is a DFT calculation (ωB97M-V/def2-TZVPD) of a single C2H7NO2Si molecule in a non-equilibrium geometry.

```
13
Properties=species:S:1:pos:R:3
C -1.23229 2.30207 -1.23442
C -0.03420 -1.23140 0.29743
N -0.09271 0.07202 0.09231
O 0.67038 0.86680 0.60533
O -1.12937 0.76376 -0.85219
Si 1.39579 -1.96430 1.26202
H -2.30383 2.26709 -1.54558
H -0.92774 2.75602 -0.33090
H -0.61550 2.36238 -2.16774
H -0.71104 -1.78949 -0.41459
H 0.67909 -3.10620 1.45315
H 2.66536 -2.37671 0.40080
H 1.63604 -0.92205 2.43439
```

Summary:
Structure (SMILES): CO/[N+]([O-])=C/[SiH3]
Total charge: 0
Frontier orbital gap: 0.3522 Ha

---

Entry 10:
The following is a DFT calculation (ωB97M-V/def2-TZVPD) of C2H7NO3P as an isolated structure in a non-equilibrium geometry.

```
14
Properties=species:S:1:pos:R:3
C 1.85369 0.76687 -0.23773
C 1.01016 -0.41284 0.42390
N -2.27024 -1.65109 -0.20745
O -0.70418 1.81280 1.31880
O -1.03691 1.33937 -1.15977
O 0.98986 -1.56850 -0.11413
P -0.54155 0.90484 0.16970
H 1.74537 0.69272 -1.31171
H 1.69165 1.79538 0.30886
H 2.83126 0.40301 -0.02930
H 1.18648 -0.21064 1.47475
H -1.39301 -1.19836 -0.07998
H -2.90538 -1.38482 0.58071
H -2.45718 -1.28875 -1.13665
```

Summary:
Total charge: -1
Frontier orbital gap: 0.3020 Ha

---

Entry 11:
The following is a DFT calculation (ωB97M-V/def2-TZVPD) of a single C2H7NO4 molecule in a non-equilibrium geometry.

```
14
Properties=species:S:1:pos:R:3
C -0.35663 -0.23189 -0.02359
C 1.82996 -0.92008 0.65302
N -0.97837 1.03591 -0.40535
O 0.89515 0.14424 0.64424
O -0.13114 1.59546 -1.42696
O -2.20682 0.53257 -1.09314
O -1.14669 -0.89487 0.92682
H 0.47350 2.14053 -0.88760
H -1.63606 -0.15273 1.31721
H -2.85386 1.20007 -0.80312
H -0.15579 -0.87823 -0.88518
H 1.40252 -1.81826 1.11142
H 2.16347 -1.14125 -0.36668
H 2.70078 -0.61148 1.23891
```

Summary:
Structure (SMILES): CO[C@@H](O)N(O)O
Total charge: 0
Frontier orbital gap: 0.4063 Ha

---

Entry 12:
The following is a DFT calculation (ωB97M-V/def2-TZVPD) of a 2-piece molecular cluster, C2H7NOS overall in a non-equilibrium geometry.

```
12
Properties=species:S:1:pos:R:3
C 0.20818 -0.93644 -1.69552
C 0.73223 -0.22165 -0.47767
N -1.12251 1.18822 3.12109
O 0.09288 1.07394 -0.29025
S -2.20997 1.16674 2.05982
H 0.57308 -1.89818 -1.74622
H -0.77953 -1.22962 -1.46890
H 0.31752 -0.24831 -2.50568
H 1.84091 -0.01409 -0.70196
H 0.64145 -0.99484 0.40116
H -0.39748 0.52423 2.80102
H 0.10325 1.59000 0.50310
```

Summary:
Structure (SMILES): CCO.N=S
Total charge: 0
Frontier orbital gap (spin up / spin down): 0.2728 / 0.2727 Ha

---

Entry 13:
The following is a DFT calculation (ωB97M-V/def2-TZVPD) of a 2-piece molecular cluster, C2H7NOS overall in a non-equilibrium geometry.

```
12
Properties=species:S:1:pos:R:3
C -1.60747 -0.34955 1.69623
C 1.59411 -0.14056 -0.90591
N 1.12057 0.99349 -0.31460
O -1.17959 -1.04239 -0.81654
S -1.10898 0.08883 0.13642
H -1.44807 -1.33829 2.21946
H -1.43135 0.48012 2.52289
H 2.72337 0.00720 -1.21088
H 1.48472 -1.02992 -0.30143
H 1.07958 -0.56007 -1.91015
H 0.89819 1.77752 -0.89792
H -2.12509 1.11360 -0.21757
```

Summary:
Total charge: 0
Frontier orbital gap (spin up / spin down): 0.2826 / 0.2972 Ha

---

Entry 14:
The following is a DFT calculation (ωB97M-V/def2-TZVPD) of a 2-piece molecular cluster, C2H7NOS2 overall.

```
13
Properties=species:S:1:pos:R:3
C -1.98378 0.59273 0.07343
S -2.53213 -1.04392 0.65610
S -0.78827 -2.12128 0.50653
H -1.63698 0.50745 -0.94676
H -2.83673 1.25607 0.16511
H -1.19523 0.92793 0.74754
H -0.18859 -1.56864 1.57005
C 2.09521 0.36319 0.13428
N 1.57588 0.11213 -1.09127
O 2.01667 -0.38071 1.08622
H 2.64649 1.31921 0.15101
H 1.09367 -0.76421 -1.23988
H 1.73379 0.80004 -1.81236
```

Summary:
Structure (SMILES): NC=O.CSS
Total charge: 0
Frontier orbital gap: 0.3521 Ha

---

Entry 15:
The following is a DFT calculation (ωB97M-V/def2-TZVPD) of a single C2H7NOSi molecule in a non-equilibrium geometry.

```
12
Properties=species:S:1:pos:R:3
C -2.00241 0.11302 -0.43838
C -1.01843 0.67960 0.20935
N 1.06352 -1.36908 -0.06725
O 1.81970 1.19700 -0.25535
Si 0.75015 0.21419 0.53227
H -2.96174 0.41720 -0.45384
H -1.84477 -0.90059 -0.75966
H -1.29001 1.71007 0.34313
H 1.91868 -1.66199 -0.45503
H 0.96115 -2.04837 0.63555
H 1.81427 1.05892 -1.19404
H 0.78992 0.59003 1.90326
```

Summary:
Structure (SMILES): C=C[Si@@H](N)O
Total charge: 0
Frontier orbital gap: 0.3970 Ha

---

Entry 16:
The following is a DFT calculation (ωB97M-V/def2-TZVPD) of a 2-piece molecular cluster, C2H7NOSi overall in a non-equilibrium geometry.

```
12
Properties=species:S:1:pos:R:3
C 1.00874 -0.06085 -0.53592
C 2.16134 -0.78147 0.05671
N 0.36111 0.97985 -0.12390
O -3.29421 -0.94903 -0.02467
Si -3.05369 0.52411 0.05797
H 1.02856 -0.42458 -1.52215
H 3.11366 -0.86384 -0.48922
H 2.39390 -0.41782 1.13876
H 1.62587 -1.80046 0.22476
H 0.53471 1.12745 0.89115
H -2.79440 1.47970 -1.00195
H -3.08560 1.18695 1.32846
```

Summary:
Structure (SMILES): [H]/N=C\C.O=[SiH2]
Total charge: 0
Frontier orbital gap: 0.3854 Ha

---

Entry 17:
The following is a DFT calculation (ωB97M-V/def2-TZVPD) of a single C2H7NOSi molecule in a non-equilibrium geometry.

```
12
Properties=species:S:1:pos:R:3
C -0.03995 -0.91568 1.73370
C -1.26365 0.65418 0.43922
N 0.01054 -0.13648 0.67307
O -0.64952 -0.75765 2.74584
Si 1.03285 -0.33020 -0.86219
H 0.70792 -1.80010 1.80347
H -0.96552 1.69457 0.59783
H -1.61401 0.63137 -0.54720
H -2.18064 0.24384 1.09058
H 2.38330 -0.74474 -0.68979
H 1.00599 1.16650 -1.19683
H 0.34283 -1.20740 -1.71668
```

Summary:
Structure (SMILES): CN([SiH3])C=O
Total charge: 0
Frontier orbital gap: 0.3779 Ha

---

Entry 18:
The following is a DFT calculation (ωB97M-V/def2-TZVPD) of a 2-piece molecular cluster, C2H7NS overall in a non-equilibrium geometry.

```
11
Properties=species:S:1:pos:R:3
S -1.35258 -2.25862 2.94550
H -0.93033 -2.45556 4.24217
C 0.79563 0.60648 -0.97759
C 0.14855 1.55000 -1.73893
N 0.07101 -0.21553 -0.00046
H 1.85516 0.42767 -1.04417
H 0.64025 1.90244 -2.64858
H -0.89686 1.81637 -1.68423
H 0.58236 -0.38446 0.87249
H -0.77601 0.17582 0.40338
H -0.13720 -1.16463 -0.36957
```

Summary:
Spin multiplicity: 2
Total charge: -1
Frontier orbital gap (spin up / spin down): 0.1732 / 0.2565 Ha

---

Entry 19:
The following is a DFT calculation (ωB97M-V/def2-TZVPD) of a 2-piece molecular cluster, C2H7NS overall in a non-equilibrium geometry.

```
11
Properties=species:S:1:pos:R:3
S 5.23278 -0.39871 -0.24026
H 5.12366 -0.89426 1.02604
C -3.75760 -0.37499 -0.79930
C -3.66553 1.13838 1.02547
N -4.37619 0.26135 0.43431
H -4.15894 -1.37128 -0.61985
H -4.24142 0.16377 -1.60473
H -2.68105 -0.33429 -0.96900
H -2.57529 1.11426 0.98494
H -4.16672 2.03496 1.39057
H 3.93160 -0.73300 -0.35446
```

Summary:
Structure (SMILES): C=NC.S
Total charge: 0
Frontier orbital gap: 0.3751 Ha

---

Entry 20:
The following is a DFT calculation (ωB97M-V/def2-TZVPD) of a single C2H7NS molecule in a non-equilibrium geometry.

```
11
Properties=species:S:1:pos:R:3
C 0.12532 -1.49294 0.83126
S -1.24127 -0.61282 -0.01697
H 0.49228 -1.03518 1.74425
H -0.25880 -2.49256 1.03408
H 0.96114 -1.64763 0.15185
C -0.47265 1.07730 -0.09625
N 0.33649 1.36628 -1.26017
H -1.28998 1.78228 0.03463
H 0.15042 1.13784 0.79453
H 1.27833 1.02581 -1.15794
H -0.08127 0.89161 -2.05927
```

Summary:
Structure (SMILES): CSCN
Total charge: 0
Frontier orbital gap: 0.3568 Ha

---

Quick rundown of molar mass, same order as above: 77.08; 77.08; 77.08; 77.08; 77.08; 109.15; 109.15; 141.22; 105.17; 124.06; 109.08; 93.15; 93.15; 125.22; 89.17; 89.17; 89.17; 77.15; 77.15; 77.15 g/mol
Quick rundown of energy relative to the best compared isomer or geometry (same formula, charge and spin), same order as above: 21.0; 43.5; 49.9; 27.0; 22.5; 64.2; 77.9; 67.9; 183.3; 60.2; 102.4; 83.7; 154.4; 2.2; 0.0; 62.3; 39.2; 36.3; 42.0; 1.7 kcal/mol